1.
A structure of composition C38H30CoF9NO7P3S at a distorted geometry, computed with ωB97M-V with the def2-TZVPD basis set.

Calculated values
energy relative to the best compared isomer or geometry (same formula, charge and spin)	1.3	kcal per mole
maximum force	1.1	eV/Å
HOMO energy	-9.10	eV

Last column: Löwdin charge in e.
Geometry (Å):
Co (1.48032, -0.69301, 1.11307)  0.4297
C (-4.10925, 2.59440, 3.62633)  -0.0403
C (-3.53412, 2.18242, 2.26544)  -0.5516
C (-3.75349, 0.67847, 2.08269)  -0.0569
C (-4.27902, 2.92273, 1.14675)  -0.0351
C (-2.05621, 2.55249, 2.19543)  -0.1486
C (-1.66873, 3.89021, 2.41750)  -0.0173
C (-0.35635, 4.30445, 2.33909)  -0.0597
C (0.60625, 3.35177, 2.02281)  -0.4442
S (2.32089, 3.54800, 1.80309)  1.1523
C (2.44224, 1.87980, 1.40582)  -0.5221
N (1.31182, 1.22261, 1.45694)  -0.0038
C (0.24540, 2.02397, 1.80673)  -0.2651
C (-1.08352, 1.62022, 1.89618)  0.0606
C (3.59221, 1.10277, 0.98453)  -0.2234
C (4.89120, 1.57894, 0.82987)  -0.0352
C (5.87188, 0.70546, 0.39962)  -0.0790
C (5.55369, -0.61804, 0.12910)  -0.0642
C (4.26111, -1.10435, 0.28088)  -0.0515
C (3.25802, -0.24389, 0.71273)  -0.1000
H (-5.16155, 2.31099, 3.68134)  0.0876
H (-4.04938, 3.67086, 3.78704)  0.0762
H (-3.58125, 2.09819, 4.44134)  0.0966
H (-4.81260, 0.44453, 2.19402)  0.0916
H (-3.20505, 0.09390, 2.82384)  0.0973
H (-3.44798, 0.34303, 1.08804)  0.0759
H (-5.33884, 2.66416, 1.17002)  0.0896
H (-3.88045, 2.65051, 0.16723)  0.0751
H (-4.19709, 4.00464, 1.25471)  0.0819
H (-2.42740, 4.62497, 2.65081)  0.1125
H (-0.09088, 5.34013, 2.50129)  0.1150
H (-1.33194, 0.58110, 1.74302)  0.0935
H (5.13403, 2.61338, 1.04191)  0.1094
H (6.88803, 1.05395, 0.27407)  0.1063
H (6.33387, -1.28830, -0.20926)  0.1092
H (4.03878, -2.14100, 0.07127)  0.1015
O (2.78495, -4.63568, 1.23965)  -0.1052
P (1.48897, -3.76936, 1.59335)  0.2184
O (0.23379, -4.51745, 1.46881)  -0.2484
O (1.66047, -2.52664, 0.71607)  -0.3628
O (1.83360, -3.29705, 3.09120)  -0.2438
P (1.08393, -2.12091, 3.92814)  0.2284
O (2.26249, -1.67946, 4.91055)  -0.0985
O (-0.09795, -2.55215, 4.66239)  -0.2427
O (0.87793, -0.99851, 2.89012)  -0.3132
H (2.64072, -5.56782, 1.43804)  0.0853
H (3.08117, -1.48417, 4.44098)  0.0779
F (-0.75652, 5.55186, -3.37461)  0.1485
C (-1.21145, 5.10771, -2.18835)  -0.5857
F (-0.69269, 5.91566, -1.24625)  0.1410
F (-2.53961, 5.28502, -2.18107)  0.1439
C (-0.82456, 3.67463, -1.95332)  -0.1026
C (0.49099, 3.38656, -1.60932)  0.0108
C (0.85984, 2.07804, -1.36720)  -0.0877
C (-0.07680, 1.05088, -1.47416)  -0.3110
C (-1.38213, 1.34547, -1.85184)  -0.0396
C (-1.75701, 2.65864, -2.09201)  0.0060
P (0.43365, -0.60452, -0.95457)  1.1575
C (-1.06058, -1.61032, -0.77558)  -0.3280
C (-1.50442, -1.99625, 0.48358)  -0.0677
C (-2.64724, -2.77332, 0.61545)  0.0261
C (-3.34533, -3.15034, -0.51768)  -0.0968
C (-2.90749, -2.77547, -1.78472)  0.0074
C (-1.76340, -2.01619, -1.91330)  -0.0763
C (-4.61084, -3.95524, -0.39813)  -0.5853
F (-5.69779, -3.15792, -0.47914)  0.1396
F (-4.69170, -4.61451, 0.76049)  0.1552
F (-4.72046, -4.85641, -1.38921)  0.1417
C (1.36113, -1.37706, -2.30150)  -0.3116
C (2.08411, -0.61325, -3.21427)  -0.0491
C (2.86348, -1.23564, -4.17337)  0.0010
C (2.92325, -2.62173, -4.21592)  -0.1117
C (2.21085, -3.38899, -3.30609)  0.0191
C (1.43071, -2.76841, -2.34385)  -0.0532
C (3.74136, -3.27882, -5.29196)  -0.5864
F (4.01981, -4.55959, -5.01203)  0.1434
F (3.09637, -3.26401, -6.47497)  0.1444
F (4.91230, -2.64522, -5.48288)  0.1403
H (1.21478, 4.18389, -1.50374)  0.1304
H (1.87691, 1.85810, -1.06298)  0.1053
H (-2.12382, 0.56110, -1.91888)  0.1034
H (-2.77742, 2.89095, -2.36351)  0.1245
H (-0.95395, -1.74133, 1.38198)  0.0871
H (-2.95957, -3.09892, 1.59756)  0.1390
H (-3.45061, -3.09664, -2.66312)  0.1278
H (-1.40393, -1.75272, -2.90086)  0.1204
H (2.03708, 0.46782, -3.19001)  0.1017
H (3.42518, -0.64456, -4.88403)  0.1275
H (2.26921, -4.46772, -3.33835)  0.1280
H (0.89359, -3.36650, -1.62085)  0.1125

---

2.
A structure of composition C38H31AsBrN2NiO6P, computed with ωB97M-V with the def2-TZVPD basis set.

Calculated values
energy relative to the best compared isomer or geometry (same formula, charge and spin)	0.0	kcal per mole
maximum force	0.8	eV/Å
HOMO energy (spin up / spin down)	-8.63 / -8.63	eV

Last column: Löwdin charge in e.
Geometry (Å):
Ni (0.97323, -0.03761, -0.05126)  0.4536
O (-0.79338, -2.87065, 4.46832)  0.1313
C (-0.83130, -3.67739, 3.41553)  -0.4988
O (-1.10861, -4.84545, 3.50547)  0.1087
C (-0.51782, -3.06647, 2.09626)  -0.0371
C (-0.56758, -3.72024, 0.87579)  0.0375
N (-0.24535, -2.83332, -0.07427)  0.0763
N (0.01042, -1.64346, 0.46109)  0.0357
C (-0.14917, -1.75486, 1.76793)  -0.1102
C (0.13483, -0.48633, 2.49954)  -0.5131
O (-0.01808, -0.40726, 3.71029)  0.0807
O (0.54078, 0.46161, 1.72581)  -0.0969
H (-0.54528, -1.93659, 4.24540)  0.0686
H (-0.84260, -4.73696, 0.65442)  0.1446
H (-0.16687, -2.88092, -1.09058)  0.1285
C (1.84194, 3.04641, 1.02522)  -0.3839
C (2.86584, 2.54884, 2.03871)  -0.4264
As (3.34695, 3.89279, 3.40934)  1.3039
C (1.54883, 4.65202, 3.59112)  -0.4209
C (1.06673, 5.73262, 2.85748)  -0.1210
C (-0.25247, 6.14353, 2.99586)  -0.0887
C (-1.10585, 5.47332, 3.86149)  -0.0910
C (-0.63384, 4.39534, 4.59643)  -0.0818
C (0.68841, 3.99412, 4.46721)  -0.1250
C (4.14348, 5.23519, 2.22762)  -0.4237
C (4.61969, 4.94482, 0.95190)  -0.1100
C (5.24082, 5.92320, 0.18519)  -0.0801
C (5.39642, 7.20665, 0.68560)  -0.0895
C (4.93548, 7.50556, 1.96112)  -0.0861
C (4.32144, 6.52569, 2.72565)  -0.1398
P (1.72776, 1.97700, -0.44416)  1.0784
C (0.58124, 2.78524, -1.58303)  -0.3323
C (-0.27363, 3.80821, -1.18903)  -0.0691
C (-1.18494, 4.33561, -2.09509)  -0.0717
C (-1.24657, 3.84557, -3.38968)  -0.0743
C (-0.39610, 2.82027, -3.78808)  -0.0617
C (0.51003, 2.28954, -2.88760)  -0.0840
C (3.35395, 2.06787, -1.23488)  -0.3471
C (4.32335, 1.15146, -0.82544)  -0.1137
C (5.61340, 1.22732, -1.32683)  -0.0696
C (5.93610, 2.20536, -2.25884)  -0.0739
C (4.97091, 3.10697, -2.68303)  -0.0778
C (3.68336, 3.04500, -2.16887)  -0.0760
H (2.06900, 4.06036, 0.68231)  0.0810
H (0.85234, 3.06383, 1.48590)  0.0821
H (3.80679, 2.24843, 1.57430)  0.0415
H (2.47181, 1.67861, 2.56025)  0.0543
H (1.71865, 6.25822, 2.17084)  0.0936
H (-0.61455, 6.98895, 2.42395)  0.1012
H (-2.13477, 5.79262, 3.96561)  0.1012
H (-1.29282, 3.86711, 5.27314)  0.1049
H (1.04970, 3.15126, 5.04656)  0.0974
H (4.51358, 3.95077, 0.53346)  0.0757
H (5.60076, 5.67480, -0.80559)  0.0963
H (5.87859, 7.96969, 0.08858)  0.1012
H (5.05903, 8.50317, 2.36284)  0.1031
H (3.96934, 6.77005, 3.72227)  0.1027
H (-0.23688, 4.20316, -0.18109)  0.0990
H (-1.84814, 5.13163, -1.78313)  0.1067
H (-1.95890, 4.25997, -4.09090)  0.1058
H (-0.44328, 2.43281, -4.79724)  0.1091
H (1.17293, 1.48984, -3.19742)  0.0974
H (4.05610, 0.36698, -0.12691)  0.1087
H (6.36185, 0.51788, -0.99898)  0.1095
H (6.93998, 2.26083, -2.65974)  0.1067
H (5.22008, 3.86356, -3.41560)  0.1080
H (2.93852, 3.75956, -2.49396)  0.1127
Br (3.74410, -0.59164, -8.11148)  0.7365
C (2.94923, -0.80558, -6.40414)  -0.6869
C (3.69233, -0.51341, -5.27161)  -0.1128
C (3.10238, -0.65527, -4.02571)  -0.0106
C (1.78859, -1.10001, -3.91891)  -0.1420
C (1.06237, -1.39687, -5.06544)  -0.0087
C (1.63792, -1.24571, -6.31715)  -0.1151
C (1.12509, -1.22099, -2.57539)  -0.5568
O (0.02254, -1.75873, -2.48068)  0.0199
O (1.79990, -0.70864, -1.59917)  -0.1251
H (4.71457, -0.17377, -5.36420)  0.1008
H (3.65362, -0.41261, -3.12813)  0.1061
H (0.04391, -1.74660, -4.96335)  0.1208
H (1.07924, -1.46680, -7.21573)  0.1017